## 1
The following is a quantum chemistry calculation of 5 unconnected molecules or ions with the total composition H12NO4, from OMol25.

```
17
H12NO4 wB97M-V/def2-TZVPD
N 0.781 -1.041 -0.016
H -0.261 -1.068 0.038
H 1.048 -0.848 -0.986
H 1.159 -0.363 0.645
H 1.098 -1.976 0.218
H -3.018 2.455 1.591
H -3.561 2.061 0.230
O -2.961 1.773 0.917
H 1.393 -1.171 -3.632
H 0.618 0.122 -3.416
O 1.140 -0.528 -2.965
H 2.951 1.598 2.462
H 3.661 0.618 1.469
O 2.813 0.924 1.800
H -2.589 -1.577 0.412
H -2.354 -0.068 0.704
O -1.919 -0.910 0.527
```

Its molar mass is 90.1 g/mol. The value obtained for the LUMO energy is -0.10596 hartree. The total charge is +1. The HOMO-LUMO gap comes out at 12.26 eV. Its multiplicity is 1. Its HOMO energy is -15.14 eV.

Results of the Löwdin charge analysis, in e, for atoms 1 through 2: 0.304, 0.084

***

## 2
The following is a quantum chemistry calculation of 5 unconnected molecules or ions with the total composition H12NO4, from OMol25.

```
17
H12NO4 wB97M-V/def2-TZVPD
N -0.390 0.123 0.912
H 0.303 0.103 1.684
H -1.241 0.314 1.466
H -0.582 -0.792 0.499
H -0.392 0.826 0.175
H 2.051 -1.274 -4.486
H 3.539 -1.362 -4.656
O 2.876 -1.252 -3.992
H -4.146 -1.340 1.715
H -3.436 -1.492 0.381
O -3.449 -0.949 1.168
H 1.220 2.319 -2.155
H -0.118 2.871 -1.969
O 0.474 2.170 -1.593
H 1.238 -0.792 3.263
H 1.156 0.440 4.233
O 0.897 0.088 3.356
```

Its molar mass is 90.1 g/mol. The value obtained for the LUMO energy is -0.11944 hartree. The total charge is +1. The HOMO-LUMO gap comes out at 10.59 eV. Its multiplicity is 1. Its HOMO energy is -13.84 eV.

Results of the Löwdin charge analysis, in e, for atoms 1 through 2: 0.309, 0.091

***

## 3
The following is a quantum chemistry calculation of 5 unconnected molecules or ions with the total composition H12NO4, from OMol25.

```
17
H12NO4 wB97M-V/def2-TZVPD
N 0.022 0.319 -0.414
H -0.996 0.270 -0.548
H 0.437 0.666 -1.274
H 0.426 -0.617 -0.281
H 0.285 0.976 0.329
H -3.351 -0.180 -0.203
H -3.434 1.293 -0.193
O -2.851 0.590 -0.515
H 0.237 2.487 2.015
H -0.801 1.882 2.898
O -0.467 1.825 1.995
H 3.183 -0.132 -1.317
H 3.943 -0.578 -0.088
O 3.069 -0.291 -0.374
H -0.324 -2.838 -1.330
H 0.576 -3.207 -0.185
O 0.046 -2.467 -0.517
```

Its molar mass is 90.1 g/mol. The value obtained for the LUMO energy is -0.10828 hartree. The total charge is +1. The HOMO-LUMO gap comes out at 12.31 eV. Its multiplicity is 1. Its HOMO energy is -15.26 eV.

Results of the Löwdin charge analysis, in e, for atoms 1 through 2: 0.288, 0.085

***

It comes down to 1, which is 0.0090 hartree more stable than the next structure.

***

## 1
The following is a quantum chemistry calculation of a single CH2N2OS2 molecule, from OMol25.

```
8
CH2N2OS2 wB97M-V/def2-TZVPD
C 1.049 0.136 -0.371
N 0.241 1.219 -0.063
N -0.926 1.188 0.127
O -2.022 -0.817 1.562
S 0.080 -1.467 -0.409
S -1.765 -0.591 0.162
H 1.481 0.288 -1.363
H 1.861 0.044 0.354
```

Its molar mass is 122.2 g/mol. The value obtained for the LUMO energy is 0.00036 hartree. The HOMO-LUMO gap comes out at 9.22 eV. Its multiplicity is 1. Its HOMO energy is -9.21 eV.

Results of the Löwdin charge analysis, in e, for atoms 1 through 2: -0.528, -0.134

***

## 2
The following is a quantum chemistry calculation of a single CH2N2OS2 molecule, from OMol25.

```
8
CH2N2OS2 wB97M-V/def2-TZVPD
C 0.703 -0.294 -0.378
N 0.588 0.999 -0.695
N -0.262 1.809 -0.784
O -0.292 -0.882 2.126
S -2.020 0.544 0.226
S -0.854 -0.991 0.829
H 0.465 -0.750 -1.324
H 1.670 -0.435 0.001
```

Its molar mass is 122.2 g/mol. The value obtained for the LUMO energy (spin up / spin down) is -0.02568 / -0.02565 hartree. The HOMO-LUMO gap (spin up / spin down) comes out at 8.86 / 8.86 eV. Its multiplicity is 1. Its HOMO energy (spin up / spin down) is -9.56 / -9.56 eV.

Results of the Löwdin charge analysis, in e, for atoms 1 through 2: -0.290, -0.173

***

It comes down to 1, which is 0.0319 hartree more stable than the next structure.

***

## 1
The following is a quantum chemistry calculation of a single C2H6N4O molecule, from OMol25.

```
13
C2H6N4O wB97M-V/def2-TZVPD
C -2.408 0.279 -0.294
C 2.484 -0.036 -0.142
N -1.932 -0.576 0.697
N 1.699 0.201 0.944
N -1.033 0.428 0.126
N 1.001 -0.736 0.090
O -0.027 -0.158 -0.706
H -2.712 -0.334 -1.253
H -3.196 1.117 -0.100
H 2.353 0.795 -0.859
H 3.342 -0.705 -0.199
H -1.986 -0.355 1.674
H 1.970 -0.344 1.732
```

Its molar mass is 102.1 g/mol. The value obtained for the LUMO energy is 0.04446 hartree. The HOMO-LUMO gap comes out at 10.29 eV. Its multiplicity is 1. Its HOMO energy is -9.08 eV.

Results of the Löwdin charge analysis, in e, for atoms 1 through 2: -0.221, -0.102

***

## 2
The following is a quantum chemistry calculation of 2 unconnected molecules or ions with the total composition C2H6N4O, from OMol25.

```
13
C2H6N4O wB97M-V/def2-TZVPD
C -0.324 0.505 -0.116
C -1.665 0.648 0.110
H 2.739 -1.512 0.663
H 2.105 -0.990 -0.486
H 1.615 0.892 0.088
H 0.660 2.313 -0.052
H -2.341 1.442 0.342
H -3.029 -0.922 0.183
N 0.771 1.344 -0.294
N -2.103 -0.634 0.041
N -1.178 -1.495 -0.231
N -0.066 -0.835 -0.333
O 2.817 -0.755 0.085
```

Its molar mass is 102.1 g/mol. The value obtained for the LUMO energy is 0.03127 hartree. The HOMO-LUMO gap comes out at 9.39 eV. Its multiplicity is 1. Its HOMO energy is -8.54 eV.

Results of the Löwdin charge analysis, in e, for atoms 1 through 2: -0.386, -0.037

***

It comes down to 2, which is 0.2611 hartree more stable than the next structure.

***

## 1
The following is a quantum chemistry calculation of 3 unconnected molecules or ions with the total composition C5H16NO2, from OMol25.

```
24
C5H16NO2 wB97M-V/def2-TZVPD
C -1.597 -2.026 0.238
C -1.232 -1.125 1.362
C -1.841 0.304 1.184
C -1.214 0.771 -0.077
C -0.526 1.895 -0.041
N 0.437 2.167 -1.156
H -0.866 -2.220 -0.452
H -2.029 -2.957 0.637
H -2.523 -1.669 -0.340
H -1.792 -1.459 2.319
H -0.146 -1.082 1.536
H -2.888 0.028 0.975
H -2.000 0.818 2.141
H -1.442 0.176 -0.982
H -0.520 2.632 0.786
H 0.221 3.139 -1.490
H 1.344 2.166 -0.784
H 0.459 1.332 -1.784
H 2.689 0.008 -1.336
H 3.256 0.663 -2.761
O 2.462 0.574 -2.060
H 3.094 -2.183 0.641
H 3.495 -0.683 1.116
O 3.158 -1.268 0.329
```

Its molar mass is 122.2 g/mol. The value obtained for the LUMO energy is -0.11296 hartree. The total charge is +1. The HOMO-LUMO gap comes out at 10.74 eV. Its multiplicity is 1. Its HOMO energy is -13.81 eV.

Results of the Löwdin charge analysis, in e, for atoms 1 through 2: -0.132, -0.259

***

## 2
The following is a quantum chemistry calculation of 3 unconnected molecules or ions with the total composition C5H16NO2, from OMol25.

```
24
C5H16NO2 wB97M-V/def2-TZVPD
C 0.251 -0.619 -1.008
C 1.191 -1.277 -0.021
C 0.780 -2.660 0.510
C -0.579 -1.700 2.306
C -0.325 -2.750 1.526
N -0.226 0.760 -0.721
H 0.702 -0.545 -2.005
H -0.620 -1.266 -1.108
H 1.095 -0.661 0.905
H 2.241 -1.296 -0.176
H 0.533 -3.269 -0.426
H 1.662 -3.113 0.978
H -0.063 -0.766 2.476
H -1.200 -1.805 3.192
H -0.983 -3.603 1.599
H -0.340 1.394 -1.522
H 0.395 1.166 -0.023
H -1.030 0.782 -0.014
H 1.443 3.630 -1.140
H 0.835 3.656 -2.560
O 0.779 3.204 -1.709
H -0.975 3.347 -0.240
H -2.037 2.870 0.762
O -1.794 2.832 -0.178
```

Its molar mass is 122.2 g/mol. The value obtained for the LUMO energy is -0.12129 hartree. The total charge is +1. The HOMO-LUMO gap comes out at 9.79 eV. Its multiplicity is 1. Its HOMO energy is -13.09 eV.

Results of the Löwdin charge analysis, in e, for atoms 1 through 2: -0.146, -0.190

***

## 3
The following is a quantum chemistry calculation of 3 unconnected molecules or ions with the total composition C5H16NO2, from OMol25.

```
24
C5H16NO2 wB97M-V/def2-TZVPD
C -0.268 -0.860 -0.987
C 0.968 -1.196 -0.127
C 0.637 -2.252 0.918
C -0.951 -0.675 2.176
C -0.495 -1.875 1.828
N -0.470 0.602 -1.311
H -0.228 -1.391 -1.947
H -1.156 -1.298 -0.529
H 1.437 -0.265 0.222
H 1.760 -1.484 -0.836
H 0.441 -3.236 0.480
H 1.550 -2.484 1.474
H -0.669 0.297 1.793
H -1.838 -0.704 2.792
H -0.914 -2.750 2.325
H -1.125 1.036 -0.642
H -0.890 0.698 -2.232
H 0.480 1.013 -1.286
H 2.457 2.486 -2.291
H 1.237 3.207 -1.838
O 1.521 2.316 -2.079
H -1.492 2.955 1.431
H -0.973 3.266 -0.008
O -1.019 2.594 0.676
```

Its molar mass is 122.2 g/mol. The value obtained for the LUMO energy is -0.11758 hartree. The total charge is +1. The HOMO-LUMO gap comes out at 9.66 eV. Its multiplicity is 1. Its HOMO energy is -12.86 eV.

Results of the Löwdin charge analysis, in e, for atoms 1 through 2: -0.152, -0.184

***

## 4
The following is a quantum chemistry calculation of 3 unconnected molecules or ions with the total composition C5H16NO2, from OMol25.

```
24
C5H16NO2 wB97M-V/def2-TZVPD
C 0.439 1.140 0.805
C 1.699 0.987 -0.063
C 1.204 0.166 -1.344
C 1.571 -1.126 -1.544
C 0.430 1.027 -2.229
N -0.599 -0.033 0.828
H 0.825 1.309 1.819
H -0.180 1.950 0.388
H 2.522 0.350 0.393
H 2.252 1.931 -0.297
H 2.380 -1.712 -0.957
H 1.125 -1.797 -2.186
H -0.624 1.281 -1.817
H 0.680 1.999 -2.269
H 0.299 0.667 -3.329
H -1.597 0.244 0.412
H -0.313 -0.813 0.170
H -0.556 -0.507 1.620
H -4.069 1.708 0.398
H -3.068 2.417 1.209
O -3.181 1.597 0.723
H -1.117 -4.354 2.324
H 0.193 -4.353 2.811
O -0.315 -4.079 2.135
```

Its molar mass is 122.2 g/mol. The value obtained for the LUMO energy is -0.10859 hartree. The total charge is +1. The HOMO-LUMO gap comes out at 10.12 eV. Its multiplicity is 1. Its HOMO energy is -13.08 eV.

Results of the Löwdin charge analysis, in e, for atoms 1 through 2: -0.116, -0.129

***

It comes down to 3, which is 0.0282 hartree more stable than the next structure.

***

## 1
The following is a quantum chemistry calculation of a single C6H7NO molecule, from OMol25.

```
15
C6H7NO wB97M-V/def2-TZVPD
C -2.470 0.322 0.211
C -1.024 -0.010 -0.099
C -0.267 0.953 0.378
C 1.810 -0.208 0.227
C 0.905 -1.360 -0.392
C -0.392 -1.139 -0.612
H -3.300 -0.587 0.429
H -0.517 2.070 0.348
H 1.399 1.831 1.084
H 2.407 -0.658 1.233
H 2.495 0.106 -0.644
H 1.453 -1.945 -1.282
H -0.869 -1.894 -1.545
N 1.095 0.975 0.383
O -2.724 1.543 0.281
```

Its molar mass is 109.1 g/mol. The value obtained for the LUMO energy is 0.02165 hartree. The HOMO-LUMO gap comes out at 8.40 eV. Its multiplicity is 1. Its HOMO energy is -7.81 eV.

Results of the Löwdin charge analysis, in e, for atoms 1 through 2: -0.185, -0.262

***

## 2
The following is a quantum chemistry calculation of a molecular structure, C6H7NO, from OMol25.

```
15
C6H7NO wB97M-V/def2-TZVPD
C -1.550 -1.889 0.413
C -1.055 -1.167 -0.755
C 0.101 -0.185 -0.592
C 0.921 0.564 1.756
C -0.111 0.748 -1.718
C -0.208 1.531 -2.596
H -1.098 -1.606 1.587
H -2.489 -2.586 0.144
H -1.206 -1.320 -1.770
H 1.109 -0.588 -0.629
H -1.247 0.207 1.201
H 0.156 0.958 2.680
H -0.541 1.988 -3.631
N -0.030 0.394 0.802
O 2.117 0.321 1.969
```

Its molar mass is 109.1 g/mol. The value obtained for the LUMO energy is 0.01319 hartree. The HOMO-LUMO gap comes out at 10.09 eV. Its multiplicity is 1. Its HOMO energy is -9.73 eV.

Results of the Löwdin charge analysis, in e, for atoms 1 through 2: 0.005, -0.117

***

## 3
The following is a quantum chemistry calculation of 2 unconnected molecules or ions with the total composition C6H7NO, from OMol25.

```
15
C6H7NO wB97M-V/def2-TZVPD
C -2.107 -0.123 -0.603
C -3.287 0.014 -0.742
C 1.139 -0.168 0.365
C 3.177 -0.875 0.495
C 3.131 0.670 0.702
C -4.720 0.233 -0.893
N 1.761 -1.236 0.287
O 1.711 0.989 0.588
H 3.745 -1.169 -0.388
H 3.550 -1.411 1.367
H 3.466 0.986 1.691
H 3.658 1.226 -0.074
H -5.247 -0.702 -0.716
H -5.051 0.983 -0.175
H -4.928 0.582 -1.904
```

Its molar mass is 109.1 g/mol. The value obtained for the LUMO energy (spin up / spin down) is -0.13241 / -0.13260 hartree. The HOMO-LUMO gap (spin up / spin down) comes out at 5.47 / 5.44 eV. Its multiplicity is 1. Its HOMO energy (spin up / spin down) is -9.07 / -9.05 eV.

Results of the Löwdin charge analysis, in e, for atoms 1 through 2: 0.056, -0.347

***

## 4
The following is a quantum chemistry calculation of a single C6H7NO molecule, from OMol25.

```
15
C6H7NO wB97M-V/def2-TZVPD
C -2.981 -0.410 -0.151
C -1.467 -0.285 0.127
C -0.260 -0.177 0.622
C 0.885 0.612 0.892
C 1.455 1.398 -0.353
C 2.312 -1.140 -0.215
H -3.638 0.032 -0.994
H -3.775 -0.424 0.845
H -2.930 -1.543 -0.361
H 1.030 1.002 1.842
H 1.994 2.505 -0.254
H 0.688 1.330 -1.127
H 2.908 -1.017 -1.247
N 2.088 0.167 0.118
O 1.692 -2.048 0.256
```

Its molar mass is 109.1 g/mol. The value obtained for the LUMO energy is 0.02957 hartree. The HOMO-LUMO gap comes out at 9.61 eV. Its multiplicity is 1. Its HOMO energy is -8.81 eV.

Results of the Löwdin charge analysis, in e, for atoms 1 through 2: -0.148, -0.025

***

It comes down to 1, which is 0.0527 hartree more stable than the next structure.